1.
The following is a DFT calculation (ωB97M-V/def2-TZVPD) of a single C3H6O2S molecule in a non-equilibrium geometry.

Properties
**Kohn-Sham gap**: 9.94 eV
**Spin multiplicity**: 1
**Highest occupied orbital energy**: -9.0822 eV
**Energy above the lowest of the compared OMol25 structures with the same formula, charge and spin**: 126.7 kJ/mol
**DFT total energy**: -18137.634 eV
**Maximum force**: 2.36 eV/A

Cartesian coordinates (Å):
1 C -2.02844 -0.19251 -1.20005
2 O -1.18319 0.61795 -0.48867
3 C -0.04248 0.14062 -0.00385
4 S 0.58057 -1.34974 -0.14225
5 O 0.46113 1.18051 0.60990
6 C 1.62981 0.96625 1.33537
7 H -1.61284 -0.42428 -2.20997
8 H -2.94338 0.37284 -1.34687
9 H -2.21509 -1.13161 -0.61104
10 H 1.49249 0.25320 2.14836
11 H 1.93262 1.88113 1.84399
12 H 2.48028 0.77064 0.69296

---

2.
The following is a DFT calculation (ωB97M-V/def2-TZVPD) of a molecular structure, C14H26BrGeN5OSSeSr in a non-equilibrium geometry.

Properties
**Kohn-Sham gap**: 5.90 eV
**Spin multiplicity**: 1
**Highest occupied orbital energy**: -7.1278 eV
**Energy above the lowest of the compared OMol25 structures with the same formula, charge and spin**: 232.8 kJ/mol
**DFT total energy**: -228012.193 eV
**Maximum force**: 6.97 eV/A

Cartesian coordinates (Å):
1 Sr 0.30733 0.69360 -1.54640
2 Br -0.62899 -1.79076 -0.02782
3 C 2.42600 -3.35864 -0.96031
4 N 2.49462 -2.96175 0.43012
5 C 1.87595 -3.80207 1.45640
6 C 1.75003 -2.86386 2.66870
7 N 2.41939 -1.66643 2.18483
8 C 2.64366 -1.69921 0.84821
9 S 3.06225 -0.36173 -0.05786
10 H 1.59092 -4.04460 -1.08973
11 H 3.35087 -3.84497 -1.27823
12 H 2.24734 -2.48806 -1.58683
13 H 2.49718 -4.67593 1.65986
14 H 0.89772 -4.11974 1.09766
15 H 2.24353 -3.25557 3.55776
16 H 0.70161 -2.65271 2.88722
17 H 2.38058 -0.78112 2.65744
18 C -4.10903 1.03823 0.18459
19 O -2.95371 1.86612 0.14770
20 H -4.98136 1.66732 0.00600
21 H -4.22738 0.55261 1.15552
22 H -4.07042 0.25782 -0.58079
23 H -2.30786 1.41272 0.70496
24 Se 1.68053 2.01404 2.28601
25 N 1.29528 1.55726 3.93659
26 C 0.11412 0.96083 3.89967
27 C -0.57232 0.37838 5.03266
28 C -1.78044 -0.15991 4.80409
29 C -2.36946 -0.09463 3.46195
30 N -1.79866 0.40704 2.42583
31 C -0.50687 0.89275 2.61556
32 N 0.19704 1.36119 1.60560
33 H -0.11412 0.40396 6.01183
34 H -2.36002 -0.61271 5.59676
35 H -3.37540 -0.48466 3.32975
36 C -0.24852 2.69761 -5.72539
37 Ge -0.13092 1.66834 -3.94720
38 C 1.79740 1.85634 -3.12176
39 C -1.01347 2.58850 -2.28772
40 C -0.60712 -0.16898 -3.57467
41 H 0.11299 3.72492 -5.68538
42 H -1.28489 2.71843 -6.05916
43 H 0.34483 2.16368 -6.46710
44 H 2.35867 2.64823 -3.61881
45 H 2.42251 0.95411 -3.16773
46 H 1.67271 2.23241 -2.09252
47 H -1.46113 3.55767 -2.49781
48 H -0.20519 2.79182 -1.56248
49 H -1.81799 1.94872 -1.86667
50 H -0.25857 -0.88217 -4.32407
51 H -1.70125 -0.24438 -3.52682

---

3.
The following is a DFT calculation (ωB97M-V/def2-TZVPD) of a single C15H18N2OS2 molecule.

Properties
**Kohn-Sham gap**: 8.48 eV
**Spin multiplicity**: 1
**Highest occupied orbital energy**: -7.9267 eV
**Energy above the lowest of the compared OMol25 structures with the same formula, charge and spin**: 99.1 kJ/mol
**DFT total energy**: -42545.486 eV
**Maximum force**: 0.72 eV/A

Cartesian coordinates (Å):
1 C 6.07223 0.43528 -2.16909
2 O 5.63494 -0.89588 -2.04319
3 C 4.30833 -1.13006 -1.84960
4 C 3.93161 -2.47262 -1.76105
5 C 2.61717 -2.82015 -1.55382
6 C 1.63194 -1.83824 -1.42641
7 N 0.30675 -2.24112 -1.23689
8 C -0.69997 -1.64035 -0.54498
9 S -2.22455 -2.26758 -0.67755
10 N -0.39638 -0.57516 0.22246
11 C -1.35049 0.09650 1.07568
12 C -1.20775 -0.37014 2.52177
13 C -1.14708 1.61666 0.94743
14 C -2.19465 2.37546 1.68458
15 C -2.06295 3.12822 2.80944
16 C -3.28426 3.68782 3.25058
17 C -4.32751 3.34786 2.45514
18 S -3.84377 2.33979 1.14858
19 C 2.00346 -0.50329 -1.54718
20 C 3.32781 -0.15051 -1.74845
21 H 5.61389 0.92957 -3.03172
22 H 7.14914 0.37833 -2.31837
23 H 5.86374 1.01502 -1.26387
24 H 4.69613 -3.22638 -1.85920
25 H 2.33842 -3.86145 -1.48983
26 H 0.04173 -3.12601 -1.64799
27 H 0.58006 -0.41393 0.42850
28 H -2.34524 -0.16867 0.70222
29 H -1.93530 0.13596 3.14981
30 H -1.38044 -1.44168 2.58273
31 H -0.20957 -0.15130 2.89823
32 H -1.17829 1.87862 -0.11352
33 H -0.16483 1.88795 1.34348
34 H -1.12360 3.28426 3.31004
35 H -3.37467 4.31278 4.12089
36 H -5.35865 3.62416 2.54972
37 H 1.25387 0.27282 -1.52411
38 H 3.57418 0.89551 -1.83902

---

4.
The following is a DFT calculation (ωB97M-V/def2-TZVPD) of 2 unconnected molecules or ions with the total composition C22H27N3O4 in a non-equilibrium geometry.

Properties
**Kohn-Sham gap**: 8.84 eV
**Spin multiplicity**: 1
**Highest occupied orbital energy**: -8.3253 eV
**Energy above the lowest of the compared OMol25 structures with the same formula, charge and spin**: 191.3 kJ/mol
**DFT total energy**: -35913.708 eV
**Maximum force**: 2.33 eV/A

Cartesian coordinates (Å):
1 C 3.82221 -5.62652 1.16971
2 N 2.56979 -4.94024 1.49037
3 C 2.47973 -3.73964 2.08166
4 O 3.47775 -3.11617 2.42723
5 C 1.05257 -3.21609 2.35565
6 C 0.14509 -3.15325 1.10830
7 C 0.46723 -2.08710 0.08042
8 C 1.57345 -2.23212 -0.78285
9 C 1.89555 -1.20575 -1.69240
10 C 1.09496 -0.04713 -1.75987
11 O 1.39547 0.94261 -2.63917
12 C -0.02739 0.08168 -0.91742
13 C -0.33793 -0.93407 0.00291
14 N 0.93067 -1.99852 3.18662
15 C 1.45208 -0.76822 3.11076
16 C 2.36186 -0.29448 1.99532
17 O 1.16826 0.03202 3.98953
18 H 4.67626 -5.07648 1.57342
19 H 3.81718 -6.62683 1.60549
20 H 3.93735 -5.70383 0.08724
21 H 1.70883 -5.40486 1.24846
22 H 0.61448 -4.00354 2.96834
23 H -0.87996 -3.00570 1.45096
24 H 0.15953 -4.12092 0.60721
25 H 2.19728 -3.11256 -0.72995
26 H 2.75529 -1.29143 -2.33913
27 H 0.67460 1.56880 -2.70984
28 H -0.64356 0.96280 -0.96686
29 H -1.18585 -0.81100 0.66489
30 H 0.36308 -2.09845 4.01204
31 H 3.25913 0.12621 2.44397
32 H 2.65282 -1.09825 1.33484
33 H 1.84006 0.46962 1.42452
34 C -0.79183 4.16942 1.72919
35 C -1.72499 3.27249 0.92465
36 O -2.35406 2.42905 1.54768
37 N -1.83837 3.40768 -0.46120
38 C -1.06051 4.38681 -1.22191
39 C -1.42504 4.14952 -2.69308
40 C -2.45930 3.07523 -2.61359
41 C -3.16084 2.50573 -3.68165
42 C -4.10385 1.50490 -3.42552
43 C -4.33526 1.08336 -2.11145
44 C -3.62518 1.66381 -1.05418
45 C -2.67907 2.67029 -1.30349
46 H -0.84035 3.90700 2.79059
47 H 0.23819 4.04074 1.38874
48 H -1.08346 5.21599 1.61546
49 H -1.32793 5.40691 -0.92608
50 H 0.01505 4.24414 -1.07106
51 H -1.83231 5.05611 -3.15175
52 H -0.55689 3.81620 -3.26986
53 H -2.97863 2.83880 -4.69887
54 H -4.65662 1.05484 -4.24466
55 H -5.06551 0.30571 -1.90791
56 H -3.82110 1.32470 -0.04248

---

5.
The following is a DFT calculation (ωB97M-V/def2-TZVPD) of a molecular structure, C5H6CsO5 in a non-equilibrium geometry.

Properties
**Kohn-Sham gap**: 4.15 eV
**Spin multiplicity**: 1
**Charge**: -1
**Highest occupied orbital energy**: -2.3638 eV
**Energy above the lowest of the compared OMol25 structures with the same formula, charge and spin**: 161.1 kJ/mol
**DFT total energy**: -16066.286 eV
**Maximum force**: 3.27 eV/A

Cartesian coordinates (Å):
1 H -1.72082 -0.54528 -3.93760
2 O -0.98050 1.91735 -2.34583
3 C -0.81579 -0.21819 -3.42652
4 C -0.89817 0.67298 -2.41131
5 H 0.11512 -0.76175 -3.58437
6 H -0.45826 -1.96024 -0.68332
7 C 0.00663 -0.99400 -0.39759
8 C 0.08627 -0.90457 1.12954
9 O 0.57983 0.30490 1.57545
10 C 1.36485 0.97648 3.94034
11 O 2.04815 0.12625 4.38311
12 O 1.01884 2.11073 3.87058
13 Cs -0.33918 2.94257 0.60925
14 O -0.75686 0.09222 -0.86459
15 H 1.01760 -0.96071 -0.84683
16 H 0.68971 -1.77352 1.48051
17 H -0.95741 -1.02523 1.50915